Here is C21H34AlBCl3CsLiMgN3O16S2 as an isolated structure from the Open Molecules 2025 dataset. Energies are from ωB97M-V/def2-TZVPD.

```
84
Properties=species:S:1:pos:R:3
C 0.497 3.324 4.887
C 0.399 4.452 3.854
Cl 1.625 4.064 2.512
C -1.056 4.687 3.331
C -1.553 3.488 2.512
N -1.399 3.725 1.064
C -1.775 2.526 0.236
C -0.547 1.538 0.269
S -0.877 -0.085 -0.490
O -1.257 -0.940 0.624
O 0.297 -0.620 -1.107
C -3.143 1.898 0.663
N -3.408 1.897 2.106
O -2.879 0.768 2.767
B -3.954 -0.020 3.227
O -3.815 -1.412 3.406
O -5.187 0.488 3.488
C -3.037 3.136 2.773
S -4.220 4.456 2.222
H 0.616 3.725 5.904
H 1.491 2.667 4.644
H -0.367 2.634 4.871
H 0.731 5.409 4.391
H -1.226 5.672 2.767
H -1.695 4.748 4.228
H -0.958 2.626 2.863
H -0.380 3.839 0.905
H -1.847 4.584 0.733
H -1.901 2.932 -0.783
H 0.256 2.013 -0.346
H -0.092 1.373 1.290
H -1.946 0.013 -1.350
H -3.310 0.880 0.291
H -3.933 2.519 0.209
H -2.868 -1.627 3.289
H -5.133 1.261 4.067
H -3.189 3.055 3.857
H -3.425 5.476 1.791
O 5.481 5.048 -0.922
Cl 4.504 5.068 0.115
O 4.366 6.428 0.628
O 4.896 4.196 1.187
O 3.210 4.630 -0.411
Cl 2.606 1.520 4.209
C 2.130 -2.491 3.499
C 2.143 -1.935 4.846
N 2.155 -1.473 5.882
H 1.155 -2.927 3.282
H 2.341 -1.700 2.777
H 2.892 -3.263 3.409
Li 1.614 0.718 0.905
C 6.391 -0.572 -1.726
C 5.267 0.143 -1.263
C 3.957 -0.258 -1.909
O 2.886 0.230 -1.557
C 3.999 -1.237 -2.981
C 5.129 -1.951 -3.463
C 6.429 -1.625 -2.738
O 7.477 -2.186 -2.960
O 5.140 -2.765 -4.362
O 5.250 1.019 -0.413
H 7.364 -0.351 -1.300
H 3.034 -1.415 -3.448
Cs 1.761 6.596 2.007
Al -4.020 -3.739 3.533
C -0.792 -4.039 -2.314
C -0.768 -3.708 -3.776
O 0.305 -3.588 -4.338
C -2.075 -3.538 -4.489
H 0.237 -4.125 -1.971
H -1.285 -3.247 -1.748
H -1.298 -4.991 -2.144
H -2.639 -2.718 -4.039
H -2.652 -4.463 -4.439
H -1.887 -3.301 -5.535
O -2.051 -8.164 -7.048
C -2.324 -7.401 -6.123
C -3.648 -6.371 -6.686
O -3.940 -5.578 -5.773
H -1.555 -6.680 -5.791
H -2.714 -7.830 -5.183
H -4.428 -7.075 -7.019
H -3.289 -5.943 -7.637
Mg 1.948 -3.908 -2.411
```

Its charge is +2. Its frontier orbital gap is 0.113 Ha.


Here is an isolated molecule of C4H9NO2 from the Open Molecules 2025 dataset. Energies are from ωB97M-V/def2-TZVPD.

```
16
Properties=species:S:1:pos:R:3
C 1.053 -1.050 -1.264
C 0.406 -0.126 -0.243
C -0.487 0.974 -0.832
O -0.695 2.000 0.112
N -0.395 -0.799 0.795
C -0.290 -0.245 2.055
O -1.231 0.145 2.716
H 1.789 -1.690 -0.766
H 1.591 -0.440 -2.002
H 0.327 -1.682 -1.787
H 1.217 0.391 0.282
H -0.021 1.441 -1.707
H -1.439 0.522 -1.170
H -1.201 1.652 0.862
H -1.379 -0.877 0.540
H 0.755 -0.218 2.411
```

Its charge is 0. Its frontier orbital gap is 0.402 Ha.


Here is an isolated molecule of C4H9NO2 from the Open Molecules 2025 dataset. Energies are from ωB97M-V/def2-TZVPD.

```
16
Properties=species:S:1:pos:R:3
O -0.564 -0.217 2.044
C -1.269 0.246 1.191
O -2.274 1.089 1.607
C -1.138 0.128 -0.332
C -0.062 -0.947 -0.616
C 1.361 -0.452 -0.268
N 1.700 0.701 -1.175
H -2.450 0.964 2.537
H -2.122 -0.196 -0.693
H -0.856 1.124 -0.661
H -0.224 -1.915 -0.122
H -0.072 -1.139 -1.705
H 1.368 0.009 0.747
H 2.092 -1.244 -0.127
H 2.412 0.429 -1.844
H 2.097 1.419 -0.584
```

Its charge is 0. Its frontier orbital gap is 0.387 Ha.


Here is a 2-piece molecular cluster, C16H25ClN4O8 overall from the Open Molecules 2025 dataset. Energies are from ωB97M-V/def2-TZVPD.

```
54
Properties=species:S:1:pos:R:3
C -4.047 1.299 -2.663
C -2.995 1.349 -1.697
C -1.613 0.954 -0.883
C -0.273 0.521 -1.718
C -0.329 -0.973 -2.399
C 0.337 -1.073 -3.897
C 1.981 -0.969 -3.757
O 2.518 0.160 -3.283
O 2.932 -2.047 -4.133
C 2.851 -3.146 -3.147
C 3.684 -2.821 -1.760
N -1.144 2.272 -0.231
C -0.622 1.938 1.148
N 0.541 2.359 1.805
N 0.826 1.939 3.103
C 1.522 0.566 3.096
C 2.462 0.012 1.872
O 1.326 -0.275 4.136
C 1.775 2.926 3.746
C 1.757 4.548 3.505
O 2.706 2.441 4.591
N -1.647 0.982 1.722
C -2.042 0.162 0.484
C -1.662 -1.418 0.691
H -4.902 1.242 -3.489
H 0.702 0.699 -1.061
H -0.179 1.300 -2.618
H -1.419 -1.433 -2.348
H 0.333 -1.677 -1.698
H 0.011 -2.039 -4.501
H -0.006 -0.133 -4.527
H 1.720 -3.364 -2.939
H 3.361 -4.087 -3.670
H 4.050 -1.690 -1.724
H 4.666 -3.478 -1.675
H 2.935 -2.991 -0.867
H -0.460 2.796 -0.845
H 1.137 3.033 1.245
H 2.170 0.519 0.842
H 2.323 -1.155 1.691
H 3.585 0.223 2.159
H 2.095 4.748 2.385
H 0.649 4.924 3.605
H 2.455 5.136 4.238
H -1.110 0.227 2.238
H -3.212 0.149 0.495
H -2.204 -2.080 -0.118
H -0.494 -1.554 0.608
H -2.005 -1.805 1.753
O -4.955 -0.939 1.060
Cl -5.409 -1.844 2.098
O -6.781 -2.232 1.835
O -5.333 -1.180 3.385
O -4.567 -3.024 2.112
```

Its charge is 0. Its frontier orbital gap is 0.233 Ha.


Here is a 2-piece molecular cluster, C3H9OS overall from the Open Molecules 2025 dataset. Energies are from ωB97M-V/def2-TZVPD.

```
14
Properties=species:S:1:pos:R:3
C 0.123 0.649 0.514
O -0.888 0.533 -0.415
C 0.943 -0.662 0.569
C 0.007 -1.853 0.787
H -0.282 0.836 1.519
H 0.828 1.488 0.321
H 1.722 -0.602 1.352
H 1.431 -0.765 -0.416
H 0.532 -2.811 0.765
H -0.784 -1.831 -0.009
H -0.517 -1.793 1.743
S -0.733 2.845 -2.170
H -0.906 1.630 -1.377
H -1.477 2.336 -3.182
```

Its charge is -1. Its frontier orbital gap is 0.274 Ha.


Here is a 2-piece molecular cluster, C8H15NO overall from the Open Molecules 2025 dataset. Energies are from ωB97M-V/def2-TZVPD.

```
25
Properties=species:S:1:pos:R:3
C -2.761 -0.523 0.669
C -3.425 1.430 -0.664
C 1.137 0.016 1.356
C 1.138 0.765 -0.986
C 3.220 -0.286 0.019
C -2.723 0.097 -0.481
C 1.196 -1.701 -0.506
C 1.671 -0.336 -0.040
N -2.582 -1.045 1.776
O 0.363 -1.939 -1.386
H -4.517 1.459 -1.002
H -2.864 2.103 -1.332
H -3.113 1.967 0.261
H 1.469 -0.769 2.053
H 0.051 -0.026 1.513
H 1.562 0.946 1.629
H 0.743 0.369 -1.913
H 0.443 1.380 -0.422
H 1.956 1.417 -1.309
H 3.803 -0.971 0.588
H 3.648 -0.412 -1.028
H 3.625 0.702 0.410
H -2.210 -0.354 -1.319
H 1.480 -2.584 0.081
H -3.309 -1.707 2.033
```

Its charge is 0. Its frontier orbital gap is 0.355 Ha.


Here is an isolated molecule of C4H5NO2S from the Open Molecules 2025 dataset. Energies are from ωB97M-V/def2-TZVPD.

```
13
Properties=species:S:1:pos:R:3
C -1.856 0.044 -0.218
C -1.041 0.301 0.815
C 0.468 0.016 0.316
C 0.510 -0.434 -0.967
N 1.562 -0.920 -1.697
O -1.263 0.687 2.100
O 1.506 0.162 1.182
S -1.055 -0.556 -1.690
H -2.924 -0.086 -0.399
H 1.328 -1.181 -2.645
H 2.430 -0.436 -1.779
H -1.985 0.120 2.286
H 1.350 0.822 1.905
```

Its charge is 0. Its frontier orbital gap is 0.305 Ha.


Here is C26H41AsNiO3S2Si2Te as an isolated structure from the Open Molecules 2025 dataset. Energies are from ωB97M-V/def2-TZVPD.

```
77
Properties=species:S:1:pos:R:3
Ni 15.576 11.008 9.020
O 19.674 9.857 9.109
C 18.617 10.248 9.589
O 17.421 9.945 9.115
C 18.673 11.003 10.897
C 19.956 11.067 11.487
C 20.116 11.768 12.690
C 19.010 12.380 13.374
C 17.773 12.220 12.802
C 17.503 11.493 11.603
S 15.822 11.237 11.082
H 20.838 10.633 11.023
H 21.093 11.854 13.177
H 19.078 12.810 14.347
H 16.877 12.612 13.343
C 18.863 13.599 7.916
Si 17.385 13.043 6.763
C 17.450 14.246 5.244
C 17.767 11.361 6.142
As 15.180 12.761 7.671
Si 14.685 14.868 8.731
C 12.895 15.358 8.576
C 15.163 14.794 10.570
C 15.807 16.176 7.958
H 19.449 14.406 7.489
H 19.455 12.715 8.060
H 18.402 13.824 8.866
H 16.571 14.197 4.537
H 18.349 13.993 4.685
H 17.630 15.218 5.696
H 18.745 11.441 5.579
H 17.002 11.011 5.439
H 17.730 10.630 7.006
H 12.183 14.550 8.521
H 12.699 15.781 7.636
H 12.538 16.003 9.358
H 14.776 13.831 10.862
H 14.786 15.622 11.166
H 16.248 14.697 10.741
H 15.776 16.141 6.857
H 16.873 15.941 8.181
H 15.653 17.155 8.318
C 8.554 12.131 7.951
C 9.908 11.563 7.831
C 10.661 11.792 6.671
C 11.922 11.226 6.482
C 12.616 11.350 5.158
C 12.540 10.506 7.502
Te 14.521 9.522 7.410
C 11.839 10.287 8.709
C 12.328 9.449 9.871
C 10.525 10.797 8.822
H 8.030 11.653 8.769
H 7.996 12.032 6.993
H 8.478 13.210 8.161
H 10.287 12.554 5.942
H 11.961 11.619 4.352
H 13.201 10.422 4.949
H 13.480 12.057 5.230
H 12.938 10.010 10.610
H 12.909 8.598 9.510
H 11.448 9.044 10.422
H 9.928 10.492 9.682
O 17.482 5.886 4.268
S 17.388 6.882 5.400
C 18.060 6.096 6.969
C 19.507 6.476 7.024
C 19.589 7.960 6.581
C 18.905 7.999 5.230
H 17.825 5.034 6.872
H 17.481 6.416 7.902
H 20.095 5.851 6.385
H 19.920 6.250 8.013
H 20.626 8.366 6.522
H 19.142 8.562 7.369
H 19.377 7.607 4.344
H 18.478 8.955 4.991
```

Its expectation value of S² is 2.014. Its charge is -2. Its multiplicity is 3. Its frontier orbital gap (spin up / spin down) is 0.190 / 0.202 Ha.


Here is a 2-piece molecular cluster, C3H10S3Si overall from the Open Molecules 2025 dataset. Energies are from ωB97M-V/def2-TZVPD.

```
17
Properties=species:S:1:pos:R:3
C 2.185 1.539 -0.508
C 1.186 -0.746 1.472
C -3.789 -0.363 0.595
Si 0.835 0.233 -0.088
S -4.232 1.335 0.323
S -3.237 -1.720 -0.052
S -1.101 1.148 0.167
H 3.110 1.032 -0.865
H 1.583 1.905 -1.315
H 2.429 2.308 0.277
H 1.831 -1.636 1.172
H 1.683 -0.181 2.356
H 0.250 -1.252 1.766
H -4.246 -0.487 1.540
H 0.332 -0.727 -1.153
H -3.718 2.013 -0.641
H -1.669 -0.044 -0.311
```

Its charge is 0. Its frontier orbital gap is 0.311 Ha.


Here is a 3-piece molecular cluster, C33H70N2O4P2 overall from the Open Molecules 2025 dataset. Energies are from ωB97M-V/def2-TZVPD.

```
111
Properties=species:S:1:pos:R:3
C -3.367 2.521 0.311
C -3.308 1.549 -1.015
C -2.521 2.201 -2.305
C -0.970 2.635 -2.013
C -0.064 1.555 -1.202
C 0.013 0.044 -1.921
C 0.841 -0.849 -0.809
C 1.551 -2.205 -1.381
C 2.277 -2.900 -0.044
C 2.573 -4.499 -0.210
P 2.845 -5.241 1.568
C 4.522 -4.430 2.131
C 5.082 -5.156 3.486
C 5.551 -4.167 4.690
C 6.918 -3.325 4.490
C 7.564 -3.224 3.010
P 1.219 -4.721 2.918
O -0.220 -5.610 2.391
O 1.489 -5.285 4.545
H -3.808 1.863 1.199
H -4.148 3.410 0.175
H -2.336 2.989 0.621
H -4.433 1.372 -1.365
H -2.884 0.493 -0.712
H -3.125 3.152 -2.698
H -2.545 1.428 -3.184
H -0.990 3.634 -1.365
H -0.487 2.959 -3.051
H 1.062 1.948 -1.222
H -0.370 1.347 -0.093
H -1.095 -0.392 -2.001
H 0.500 0.075 -2.985
H 1.727 -0.140 -0.449
H 0.125 -1.053 0.102
H 2.429 -1.984 -2.156
H 0.842 -2.967 -1.914
H 1.545 -2.665 0.855
H 3.279 -2.310 0.203
H 1.708 -5.042 -0.787
H 3.620 -4.587 -0.777
H 4.443 -3.265 2.177
H 5.312 -4.671 1.271
H 4.240 -5.894 3.904
H 5.983 -5.846 3.189
H 5.719 -4.866 5.646
H 4.717 -3.390 5.042
H 6.738 -2.212 4.881
H 7.751 -3.765 5.221
H 7.359 -2.131 2.585
H 7.311 -4.076 2.253
H 8.747 -3.262 3.148
H 0.064 -6.515 2.047
H 2.242 -4.705 4.892
C -8.347 -1.608 0.059
C -8.429 -1.895 -1.470
C -8.739 -3.398 -1.735
C -7.544 -4.333 -1.585
C -6.339 -3.817 -2.366
C -5.975 -2.359 -1.996
N -7.153 -1.432 -2.110
O -7.404 -1.229 -3.479
C -5.398 -2.335 -0.550
C -4.768 -1.894 -2.869
C -9.689 -1.091 -1.942
H -7.581 -0.860 0.289
H -9.281 -1.198 0.455
H -8.135 -2.509 0.640
H -9.124 -3.517 -2.757
H -9.541 -3.738 -1.071
H -7.292 -4.460 -0.528
H -7.814 -5.329 -1.954
H -5.483 -4.482 -2.185
H -6.552 -3.896 -3.442
H -5.161 -1.312 -0.236
H -4.469 -2.917 -0.494
H -6.061 -2.773 0.196
H -4.977 -1.955 -3.945
H -3.891 -2.528 -2.693
H -4.483 -0.864 -2.633
H -9.540 -0.018 -1.814
H -10.572 -1.371 -1.357
H -9.943 -1.279 -2.991
C 5.501 5.138 -1.391
C 3.981 5.413 -1.191
C 3.708 6.940 -1.053
C 4.032 7.526 0.316
C 3.407 6.697 1.433
C 3.793 5.200 1.345
N 3.506 4.617 -0.010
O 2.112 4.466 -0.122
C 5.302 5.047 1.698
C 3.077 4.418 2.491
C 3.331 4.964 -2.545
H 5.815 4.218 -0.889
H 5.762 4.997 -2.445
H 6.123 5.960 -1.027
H 2.647 7.141 -1.255
H 4.267 7.491 -1.817
H 5.116 7.598 0.450
H 3.651 8.553 0.371
H 3.713 7.113 2.403
H 2.314 6.812 1.393
H 5.624 4.003 1.612
H 5.491 5.363 2.733
H 5.962 5.658 1.083
H 1.985 4.516 2.450
H 3.381 4.800 3.473
H 3.328 3.353 2.458
H 3.456 3.892 -2.704
H 3.799 5.478 -3.391
H 2.261 5.197 -2.599
```

Its expectation value of S² is 2.010. Its charge is 0. Its multiplicity is 3. Its frontier orbital gap (spin up / spin down) is 0.284 / 0.256 Ha.


Here is a 2-piece molecular cluster, C2H3N3O overall from the Open Molecules 2025 dataset. Energies are from ωB97M-V/def2-TZVPD.

```
9
Properties=species:S:1:pos:R:3
C 0.359 -0.442 -0.965
C 0.402 0.488 0.044
N 0.994 1.555 -0.332
N 1.554 1.289 -1.408
N -1.885 -0.330 1.645
O 1.243 0.011 -1.860
H 0.098 -1.457 -0.989
H -1.198 0.169 2.251
H -1.567 -1.285 1.614
```

Its charge is 0. Its frontier orbital gap (spin up / spin down) is 0.244 / 0.244 Ha.


Here is a 2-piece molecular cluster, C5H6 overall from the Open Molecules 2025 dataset. Energies are from ωB97M-V/def2-TZVPD.

```
11
Properties=species:S:1:pos:R:3
C -1.544 0.080 -0.110
C -2.305 1.069 -0.180
C -0.853 -1.274 -0.245
C -0.288 -0.240 0.571
C 1.729 0.844 -0.113
H -1.331 -2.118 0.170
H -0.426 -1.343 -1.200
H -0.213 0.086 1.533
H 2.186 0.034 -0.462
H 1.985 1.408 0.761
H 1.061 1.454 -0.725
```

Its charge is 0. Its frontier orbital gap is 0.305 Ha.


no.,E_tot (Eh)
1,-4859.4193
2,-363.0410
3,-363.0529
4,-1904.9539
5,-593.1335
6,-443.7262
7,-758.7900
8,-6628.5960
9,-1604.3026
10,-2392.1283
11,-317.2148
12,-193.8008